(1)
The following is a DFT calculation (wB97M-V/def2-TZVPD) of a single C4H6O2 molecule.

Each line ends with the natural charge from an NBO analysis.
Element x y z (Å)
C1 1.51503 0.33883 -0.68332  -0.723
C2 0.39801 0.71335 0.26583  0.597
O1 0.17538 1.86914 0.55207  -0.528
C3 -0.51452 -0.37891 0.82390  -0.622
C4 -1.70372 -0.60328 -0.09349  0.446
O2 -2.08424 -1.68996 -0.45061  -0.502
H1 1.12092 -0.17924 -1.56625  0.237
H2 2.24143 -0.33149 -0.21084  0.236
H3 2.01668 1.25667 -0.99693  0.241
H4 -0.02284 -1.33865 1.00424  0.238
H5 -0.91613 0.01958 1.76380  0.260
H6 -2.22600 0.32395 -0.40840  0.119

Output
- orbital gap (eV) = 10.59
- structure (SMILES) = CC(=O)CC=O
- M (g mol⁻¹) = 86.090
- strongest force on any atom (eV Å⁻¹) = 0.5
- E_HOMO (eV) = -9.984


(2)
The following is a DFT calculation (wB97M-V/def2-TZVPD) of 2 unconnected molecules or ions with the total composition C4H6O2 at a distorted geometry.

Each line ends with the natural charge from an NBO analysis.
Element x y z (Å)
C1 1.78214 -1.79500 1.47710  -0.523
C2 1.48442 -0.55873 1.16670  -0.063
C3 -0.56500 0.41286 -1.03871  0.517
C4 -1.30252 1.65351 -0.47874  -0.726
O1 -1.18114 -0.69583 -1.54121  -0.258
O2 -0.39062 0.17093 -2.37499  -0.259
H1 1.10998 -2.60234 1.26882  0.210
H2 2.56523 -2.09734 2.10726  0.209
H3 0.89027 -0.19576 0.35130  0.148
H4 -2.06651 1.39683 0.27290  0.247
H5 -1.70093 2.10073 -1.41477  0.252
H6 -0.62532 2.21014 0.20435  0.247

Output
- orbital gap (spin up / spin down) (eV) = 8.62 / 8.80
- M (g mol⁻¹) = 86.090
- strongest force on any atom (eV Å⁻¹) = 1.8
- E_HOMO (spin up / spin down) (eV) = -8.976 / -8.977


(3)
The following is a DFT calculation (wB97M-V/def2-TZVPD) of a molecular structure, C4H6O2.

Each line ends with the natural charge from an NBO analysis.
Element x y z (Å)
O1 -2.39739 0.80884 0.64824  -0.630
C1 -1.18580 0.27216 0.57759  0.422
C2 -0.15537 0.55534 -0.48642  -0.546
C3 0.66091 -0.46817 0.36135  0.580
O2 1.76879 -0.93128 0.25175  -0.545
C4 -0.45820 -0.60997 1.30468  -0.444
H1 -2.86244 0.46248 1.42356  0.493
H2 2.83137 -0.23651 -2.52565  -0.037
H3 0.24060 1.57546 -0.49795  0.226
H4 -0.41367 0.23941 -1.50198  0.226
H5 2.67500 -0.55120 -1.86777  0.029
H6 -0.61847 -1.18472 2.20912  0.225

Output
- orbital gap (eV) = 9.94
- M (g mol⁻¹) = 86.090
- strongest force on any atom (eV Å⁻¹) = 0.6
- E_HOMO (eV) = -9.568


(4)
The following is a DFT calculation (wB97M-V/def2-TZVPD) of a single C4H6O2 molecule at a distorted geometry.

Each line ends with the natural charge from an NBO analysis.
Element x y z (Å)
C1 -0.19252 0.13413 0.88674  0.529
C2 0.31232 0.00503 -0.87996  0.519
C3 0.92972 0.01132 1.89480  -0.759
C4 -0.85054 -0.09173 -1.74820  -0.763
O1 -1.34146 0.37721 1.04075  -0.539
O2 1.47549 -0.03061 -1.12038  -0.526
H1 1.82851 0.32660 1.26255  0.272
H2 0.51883 0.50010 2.80922  0.253
H3 0.94713 -1.13071 2.03755  0.249
H4 -1.16882 0.99599 -1.85620  0.261
H5 -1.76847 -0.64507 -1.50890  0.264
H6 -0.69020 -0.45226 -2.81797  0.240

Output
- orbital gap (eV) = 9.31
- structure (SMILES) = CC(=O)C(C)=O
- M (g mol⁻¹) = 86.090
- strongest force on any atom (eV Å⁻¹) = 4.3
- E_HOMO (eV) = -8.588


(5)
The following is a DFT calculation (wB97M-V/def2-TZVPD) of a molecular structure, C4H6O2.

Each line ends with the natural charge from an NBO analysis.
Element x y z (Å)
O1 0.69678 -0.40957 1.28386  -0.706
C1 0.47441 -0.58579 -0.48266  0.094
C2 -0.98670 -0.70994 -0.09228  -0.535
C3 -0.62294 0.46676 0.78444  0.757
O2 -1.11848 1.29553 1.47815  -0.564
C4 0.57688 0.78195 -0.84716  -0.669
H1 1.42910 0.22403 1.36018  0.490
H2 1.16074 -1.41146 -0.65778  0.215
H3 -1.25864 -1.59015 0.49160  0.242
H4 -1.69416 -0.50589 -0.89800  0.238
H5 -0.20802 1.18005 -1.48342  0.229
H6 1.55103 1.26451 -0.93692  0.211

Output
- orbital gap (eV) = 9.07
- M (g mol⁻¹) = 86.090
- strongest force on any atom (eV Å⁻¹) = 0.9
- E_HOMO (eV) = -8.286


(6)
The following is a DFT calculation (wB97M-V/def2-TZVPD) of a single C4H6O2 molecule at a distorted geometry.

Each line ends with the natural charge from an NBO analysis.
Element x y z (Å)
C1 1.57729 0.17911 -0.63558  -0.725
C2 0.73524 0.36044 0.59257  0.568
O1 0.98700 1.15383 1.47389  -0.507
C3 -0.50940 -0.52920 0.62086  -0.123
C4 -1.79520 0.05372 0.27970  -0.100
O2 -1.22925 -0.74754 -0.72888  -0.515
H1 0.94869 0.24967 -1.52884  0.251
H2 2.37844 0.91704 -0.65835  0.236
H3 2.00054 -0.83176 -0.62029  0.238
H4 -0.60252 -1.61613 0.51569  0.290
H5 -1.78281 1.07707 -0.08248  0.196
H6 -2.70802 -0.26624 0.77169  0.190

Output
- orbital gap (eV) = 10.66
- structure (SMILES) = CC(=O)[C@H]1CO1
- M (g mol⁻¹) = 86.090
- strongest force on any atom (eV Å⁻¹) = 3.1
- E_HOMO (eV) = -9.888


(7)
The following is a DFT calculation (wB97M-V/def2-TZVPD) of a molecular structure, C4H6O2.

Each line ends with the natural charge from an NBO analysis.
Element x y z (Å)
O1 1.27766 -1.06473 0.61372  -0.584
C1 1.76537 0.05540 0.78618  0.080
C2 0.06412 0.89598 -0.55174  -0.012
C3 -0.20574 -0.50169 -0.68936  -0.162
C4 -1.26664 -0.28340 0.37225  -0.089
O2 -0.87846 1.11539 0.45098  -0.495
H1 2.59111 0.01994 1.54650  0.095
H2 0.71558 1.65352 -0.95919  0.266
H3 0.03289 -1.24139 -1.43892  0.256
H4 -0.72532 0.55107 -1.52269  0.232
H5 -1.05166 -0.81215 1.30379  0.219
H6 -2.31890 -0.38792 0.08850  0.195

Output
- orbital gap (spin up / spin down) (eV) = 7.96 / 7.96
- M (g mol⁻¹) = 86.090
- strongest force on any atom (eV Å⁻¹) = 0.6
- E_HOMO (spin up / spin down) (eV) = -7.069 / -7.068


(8)
The following is a DFT calculation (wB97M-V/def2-TZVPD) of a molecular structure, C4H6O2 at a distorted geometry.

Each line ends with the natural charge from an NBO analysis.
Element x y z (Å)
C1 -0.01536 0.55877 0.31723  0.694
C2 1.06921 0.98631 -0.26511  -0.478
C3 -2.63717 -0.38913 0.98691  0.019
C4 2.16768 0.01912 -0.45726  -0.600
O1 -0.96827 0.26063 0.99097  -0.446
O2 -2.77201 -1.05451 -0.11266  -0.683
H1 1.23772 1.91302 -0.78072  0.261
H2 -2.35558 -0.99852 1.82502  0.107
H3 2.56216 -0.15357 -1.54143  0.214
H4 1.86535 -0.94867 -0.01353  0.217
H5 3.06769 0.32623 -0.05334  0.214
H6 -3.22140 -0.51968 -0.89608  0.483

Output
- orbital gap (spin up / spin down) (eV) = 7.58 / 7.58
- M (g mol⁻¹) = 86.090
- strongest force on any atom (eV Å⁻¹) = 4.0
- E_HOMO (spin up / spin down) (eV) = -7.158 / -7.158


(9)
The following is a DFT calculation (wB97M-V/def2-TZVPD) of 2 unconnected molecules or ions with the total composition C4H6O2 at a distorted geometry.

Each line ends with the natural charge from an NBO analysis.
Element x y z (Å)
O1 -1.27384 -0.43542 -1.14458  -0.674
C1 -0.52931 0.09591 -0.10426  -0.013
C2 -0.00689 1.55952 -0.06298  -0.381
C3 0.93593 0.46491 -0.26636  -0.464
C4 -0.70212 -0.52189 1.11329  0.821
O2 -0.80017 -1.06748 2.12374  -0.381
H1 -0.59696 -0.74489 -1.77112  0.493
H2 -0.06496 2.15626 0.84873  0.200
H3 -0.41488 2.05892 -0.94344  0.225
H4 1.58620 0.21881 0.58004  0.191
H5 1.11534 -1.69491 -0.38795  0.026
H6 0.80109 -2.21174 0.05577  -0.044

Output
- orbital gap (spin up / spin down) (eV) = 8.09 / 8.09
- M (g mol⁻¹) = 86.090
- strongest force on any atom (eV Å⁻¹) = 1.2
- E_HOMO (spin up / spin down) (eV) = -7.989 / -7.990


(10)
The following is a DFT calculation (wB97M-V/def2-TZVPD) of a single C4H6O2 molecule at a distorted geometry.

Each line ends with the natural charge from an NBO analysis.
Element x y z (Å)
O1 0.19461 -1.43225 -1.22785  -0.726
C1 0.26126 -0.80528 0.02131  0.159
C2 -1.00488 -0.07957 0.41534  -0.569
C3 -0.64108 1.33369 -0.09869  0.440
O2 0.48726 1.76493 -0.08202  -0.495
C4 1.39906 -0.15895 0.33039  -0.336
H1 0.04188 -2.37169 -1.07084  0.479
H2 -1.91470 -0.42720 -0.09114  0.237
H3 -1.22844 -0.04265 1.49443  0.254
H4 -1.37735 1.98305 -0.56907  0.140
H5 1.60031 0.29448 1.29084  0.203
H6 2.18208 -0.05856 -0.41272  0.214

Output
- orbital gap (eV) = 9.20
- structure (SMILES) = C=C(O)CC=O
- M (g mol⁻¹) = 86.090
- strongest force on any atom (eV Å⁻¹) = 1.7
- E_HOMO (eV) = -8.366